Record 1
C19H25FN2O3 in the gas phase in a non-equilibrium geometry, computed with ωB97M-V/def2-TZVPD.

Gap between HOMO and LUMO in Eh: 0.343
HOMO level in eV: -9.475
Total charge: 0
2S+1: 1
SMILES string: C#C[C@@]1(CCC)[C@@](C#C)(N=C=O)[C@H](CNC)O[C@]1(CC=O)[C@H](F)CC
Energy relative to the best compared isomer or geometry (same formula, charge and spin) in kcal per mole: 336.4

Structure (XYZ):
```
50
Properties=species:S:1:pos:R:3:forces:R:3:mulliken_charge:R:1
C -1.871033 0.441371 3.279004 5.64 0.07 -4.17 -0.660
C -0.925318 0.312811 2.362631 -4.39 0.70 3.93 -0.744
C 0.396310 0.195696 1.418660 -0.37 0.36 1.46 1.602
N 1.532265 0.153701 2.450185 -0.94 4.39 4.52 -0.693
C 1.385002 1.135275 3.314008 -2.45 2.31 -1.14 0.656
O 1.055380 2.194975 3.940149 2.83 -6.85 -3.29 -0.503
C 0.825899 1.471217 0.514246 -1.95 -0.59 -0.31 -0.432
C -0.346636 2.563446 0.710740 0.01 0.62 -1.07 -0.812
N -0.124146 3.814712 -0.140650 -1.08 -0.05 1.43 -0.385
C -1.465447 4.537365 -0.038978 0.14 0.36 1.44 -0.693
O 1.038295 0.860054 -0.788913 -0.25 0.55 -0.04 -0.553
C 0.512792 -0.493878 -1.088991 0.27 1.41 1.76 1.679
C 1.594634 -1.039023 -2.135344 0.69 0.32 -1.61 -0.840
C 1.020937 -1.888326 -3.372699 -2.04 -4.55 1.95 -0.122
O 0.477881 -3.030204 -3.100934 2.47 5.22 -1.51 -0.496
C -1.003407 -0.160829 -1.510701 -1.26 0.33 0.41 0.275
F -1.738602 -1.311908 -2.074502 1.59 2.01 0.75 -0.421
C -1.214195 1.140734 -2.434212 -0.63 -0.42 -1.42 -0.416
C -0.237937 1.263118 -3.710416 0.38 1.21 0.59 -0.896
C 0.466988 -1.116659 0.424320 1.58 -2.10 1.95 0.949
C 1.828272 -1.824601 0.984731 6.86 -1.31 -1.91 -0.829
C 3.093289 -2.216850 1.069579 -6.32 1.46 -0.26 -1.034
C -0.615208 -2.303292 0.665083 -0.89 0.03 -0.06 -0.887
C -0.536673 -2.993298 2.123189 -0.84 -0.67 0.77 -0.152
C 0.132189 -4.493288 2.101680 0.94 1.28 -0.71 -0.981
H -2.437839 0.774784 4.234174 1.13 -0.98 -2.41 0.387
H 1.822355 1.999368 0.731453 -1.45 -1.22 0.17 0.357
H -1.393352 2.169099 0.377947 1.96 0.35 0.94 0.330
H -0.365334 2.950734 1.809230 -0.12 -1.36 -1.59 0.546
H 0.515538 4.389337 0.458607 -0.56 -0.51 -1.04 0.349
H -1.369688 5.653487 -0.320253 -0.22 -1.97 0.13 0.292
H -2.305218 3.984591 -0.596672 1.47 0.95 0.56 0.216
H -1.744414 4.496852 1.097919 0.00 0.34 -1.88 0.278
H 2.135499 -0.110393 -2.592949 -1.14 -1.53 1.05 0.209
H 2.451293 -1.673967 -1.665868 -1.87 0.99 -0.45 0.445
H 1.096788 -1.582453 -4.495774 0.07 -0.13 1.97 0.328
H -1.570256 0.066786 -0.512656 1.05 -0.51 -1.70 0.100
H -1.176215 2.147000 -1.874866 0.22 -1.88 -0.53 -0.004
H -2.300566 1.062511 -2.859878 1.83 -0.05 0.94 0.478
H -0.532999 2.246013 -4.268272 0.45 -1.92 0.81 0.418
H -0.272927 0.374651 -4.437103 -0.01 1.35 1.21 0.154
H 0.841106 1.465890 -3.314534 -1.90 -0.57 -0.87 0.132
H 4.140586 -2.676892 1.258224 -2.61 1.10 -0.34 0.351
H -1.697701 -1.907699 0.513094 1.93 -0.51 0.17 0.271
H -0.455414 -3.133339 -0.140488 -0.13 1.70 1.30 0.353
H -1.624575 -3.161944 2.515311 1.85 0.58 -0.81 0.393
H -0.041324 -2.313603 2.933194 -0.70 -1.21 -1.68 0.199
H -0.644467 -5.333177 2.213723 1.30 1.38 -0.08 0.282
H 0.680674 -4.578246 1.075746 -1.00 -0.18 1.84 0.265
H 0.966919 -4.521710 2.898827 -1.52 -0.31 -1.16 0.261
```
Forces are in eV/Å.

Record 2
C19H25FN2O3 in the gas phase in a non-equilibrium geometry, computed with ωB97M-V/def2-TZVPD.

Gap between HOMO and LUMO in Eh: 0.332
HOMO level in eV: -8.586
Total charge: 0
2S+1: 1
SMILES string: Cc1c(C(=O)N(C)CCCCN2CCOCC2)oc2c(F)cccc12
Energy relative to the best compared isomer or geometry (same formula, charge and spin) in kcal per mole: 29.3

Structure (XYZ):
```
50
Properties=species:S:1:pos:R:3:forces:R:3:mulliken_charge:R:1
C -3.758314 -2.949440 -0.655205 0.10 -0.03 0.05 -1.647
C -3.745743 -1.497534 -0.346471 0.70 0.25 0.40 0.090
C -2.747341 -0.757666 0.229693 -0.82 -0.82 -0.64 0.622
C -1.391739 -1.214800 0.610838 0.19 0.04 0.18 0.878
O -0.903415 -2.186050 0.047191 -0.14 -0.07 -0.20 -0.699
N -0.738135 -0.546403 1.587216 0.06 -0.08 0.05 0.213
C -1.285659 0.546895 2.353410 -0.23 0.31 0.12 -1.035
H -1.232290 1.494068 1.811460 -0.01 0.01 0.11 0.288
H -0.715128 0.639929 3.276780 0.00 -0.04 -0.01 0.331
H -2.326144 0.354758 2.612185 0.07 0.07 0.03 0.399
C 0.642902 -0.898633 1.852761 0.43 -0.07 -0.07 -1.454
C 1.618626 0.163989 1.345622 -0.27 -0.29 -0.15 -0.051
C 1.478213 0.393897 -0.157153 0.26 0.17 0.16 -0.121
C 2.604867 1.279001 -0.688974 -0.18 -0.12 0.02 -1.499
N 3.916299 0.729113 -0.390499 0.08 0.12 -0.11 0.450
C 4.970743 1.722896 -0.490466 0.30 -0.16 0.12 -0.619
C 6.291032 1.095673 -0.042513 -0.14 0.39 0.05 -0.684
O 6.623429 -0.023379 -0.828427 0.10 -0.01 -0.13 -0.387
C 5.596060 -0.984892 -0.768921 -0.30 -0.17 -0.14 -0.779
C 4.258331 -0.407299 -1.229593 0.28 -0.12 0.16 -0.485
H 3.488410 -1.173038 -1.135788 0.00 -0.05 -0.06 0.307
H 4.337292 -0.110873 -2.291574 -0.05 -0.03 0.04 0.319
H 5.906449 -1.805753 -1.417503 -0.07 0.00 0.07 0.368
H 5.491202 -1.352831 0.263281 0.00 -0.01 -0.09 0.336
H 7.113224 1.804793 -0.153409 -0.06 -0.01 0.06 0.368
H 6.204063 0.796681 1.013406 0.02 0.06 -0.06 0.320
H 4.730820 2.564599 0.163064 0.02 0.02 -0.03 0.414
H 5.081434 2.096842 -1.524499 -0.01 0.02 0.05 0.328
H 2.542392 2.254118 -0.197406 0.00 0.02 -0.06 0.412
H 2.468994 1.438717 -1.773204 0.05 0.07 0.05 0.405
H 1.474795 -0.568370 -0.669961 -0.08 -0.04 -0.07 0.283
H 0.526375 0.881214 -0.377900 -0.06 -0.05 -0.07 0.244
H 2.635971 -0.168984 1.551887 0.01 0.05 0.10 0.362
H 1.459037 1.104719 1.876555 0.08 0.10 0.08 0.184
H 0.770261 -1.044900 2.930365 -0.05 -0.03 -0.06 0.427
H 0.829614 -1.845570 1.342088 0.03 0.11 0.17 0.384
O -3.105019 0.559816 0.353770 0.20 0.54 0.12 -0.385
C -4.351857 0.668366 -0.139654 -0.62 -0.56 -0.36 -0.306
C -5.155840 1.796891 -0.236844 0.08 0.14 0.07 0.075
C -6.417040 1.672832 -0.776866 0.23 0.07 0.11 -0.602
C -6.878782 0.431722 -1.220564 -0.07 -0.04 -0.04 -0.574
C -6.099222 -0.699000 -1.133971 0.13 -0.09 0.04 -0.633
C -4.820879 -0.581996 -0.587830 0.09 0.78 0.20 1.025
H -6.459871 -1.655166 -1.477893 -0.07 -0.11 -0.05 0.476
H -7.871453 0.370009 -1.638982 -0.09 -0.01 -0.04 0.380
H -7.040480 2.549313 -0.850552 -0.03 0.13 0.02 0.479
F -4.715240 2.997213 0.193701 0.00 -0.24 -0.05 -0.298
H -4.000856 -3.101322 -1.705691 -0.02 -0.08 -0.08 0.368
H -2.783614 -3.379984 -0.449874 -0.05 -0.09 -0.04 0.385
H -4.516755 -3.454157 -0.057108 -0.07 -0.07 0.00 0.338
```
Forces are in eV/Å.

Record 3
A molecular structure, C19H25IN5ORu, computed with ωB97M-V/def2-TZVPD.

Gap between HOMO and LUMO (alpha / beta) in Eh: 0.318 / 0.216
HOMO level (alpha / beta) in eV: -13.415 / -13.591
<S²>: 8.78
Total charge: +2
2S+1: 6
Energy relative to the best compared isomer or geometry (same formula, charge and spin) in kcal per mole: 0.4

Structure (XYZ):
```
52
Properties=species:S:1:pos:R:3:forces:R:3:mulliken_charge:R:1
Ru -0.265458 0.490006 -0.796925 0.04 0.06 0.02 0.394
I -2.156230 2.240819 -2.293192 0.07 0.02 0.00 0.192
C -3.709591 1.254179 -1.302604 0.05 0.03 -0.03 0.430
C -4.981864 1.714256 -1.485971 -0.08 -0.08 0.07 -0.582
C -6.048921 1.051762 -0.846287 0.03 0.06 -0.05 -0.598
C -5.803310 -0.035505 -0.058976 0.01 -0.03 0.02 -0.881
C -4.486109 -0.515040 0.127189 -0.01 -0.04 0.02 0.811
C -4.238090 -1.651584 0.939830 -0.05 0.03 -0.01 -0.753
C -2.974050 -2.133822 1.122507 0.08 0.00 -0.01 -1.065
C -1.889965 -1.493544 0.493918 -0.06 -0.03 0.03 0.188
C -2.074255 -0.362598 -0.285474 -0.05 0.05 -0.07 -0.120
C -3.394864 0.136499 -0.502924 -0.04 -0.05 0.03 1.214
H -5.179446 2.572514 -2.113222 -0.01 0.00 0.00 0.404
H -7.057859 1.412941 -0.988538 0.00 0.00 0.00 0.416
H -6.618132 -0.548631 0.435495 0.00 0.00 0.00 0.416
H -5.081060 -2.140304 1.412392 0.00 0.00 0.00 0.417
H -2.802241 -3.006071 1.738238 0.01 0.00 0.00 0.426
H -0.899422 -1.911589 0.640717 0.00 -0.01 0.01 0.213
C 1.945500 4.930520 1.555305 -0.03 -0.03 0.02 -0.858
N 0.869821 4.001928 1.937215 0.02 -0.02 -0.01 0.007
C 0.141000 4.250754 3.193196 0.00 0.01 -0.04 -0.887
C 0.602420 2.965342 1.220693 -0.12 0.02 0.08 0.367
N 0.336668 2.022212 0.592867 0.17 0.00 -0.10 -0.580
H 2.718475 4.923240 2.322090 0.00 0.00 0.00 0.328
H 1.530602 5.932246 1.460633 0.00 0.01 0.00 0.323
H 2.371937 4.624956 0.604124 0.00 0.00 0.00 0.323
H 0.833663 4.186209 4.030665 0.00 0.00 0.00 0.326
H -0.645779 3.511253 3.310931 0.00 0.00 0.00 0.340
H -0.299026 5.245299 3.152750 0.00 0.00 0.01 0.324
C 3.210699 -3.853054 -0.828159 0.01 0.03 0.02 -1.582
C 2.626291 -3.215193 0.442047 -0.08 0.06 -0.05 1.987
C 3.730043 -2.887350 1.457395 0.01 -0.01 0.01 -1.576
C 1.555997 -4.125243 1.066806 0.01 0.02 0.00 -1.668
C 1.967245 -1.954183 0.057044 0.08 -0.06 0.01 -0.273
N 1.452247 -0.971087 -0.244833 -0.03 -0.02 0.02 -0.206
H 3.689393 -4.790401 -0.547068 0.00 0.00 -0.01 0.416
H 3.962560 -3.210103 -1.285472 0.00 -0.01 0.00 0.394
H 2.433983 -4.070811 -1.560425 0.00 0.00 0.00 0.398
H 4.208154 -3.822147 1.748059 0.01 0.01 0.01 0.414
H 3.323678 -2.417006 2.352225 0.00 -0.01 0.00 0.398
H 4.489928 -2.235831 1.026583 0.00 0.00 0.00 0.395
H 2.034175 -5.060627 1.355223 -0.01 0.00 0.01 0.469
H 0.762313 -4.354617 0.355653 0.00 0.00 0.00 0.375
H 1.122971 -3.674397 1.959950 0.00 -0.01 0.00 0.385
N 2.040603 1.003692 -4.488395 -0.03 -0.02 0.01 -0.418
C 1.906761 0.822886 -3.173402 0.05 0.03 -0.07 0.727
N 3.000087 0.874711 -2.395480 -0.04 -0.03 0.02 -0.325
O 0.754112 0.635163 -2.695808 -0.03 -0.01 0.03 -0.664
H 2.932470 1.121971 -4.936799 0.00 0.00 0.00 0.180
H 1.214394 0.963731 -5.061101 0.00 0.00 0.00 0.240
H 3.922881 0.963333 -2.785124 0.00 0.01 0.00 0.217
H 2.914595 0.588300 -1.435574 0.01 0.01 0.00 0.182
```
Forces are in eV/Å.

Record 4
A molecular structure, C19H25N2O3 in a non-equilibrium geometry, computed with ωB97M-V/def2-TZVPD.

Gap between HOMO and LUMO in Eh: 0.305
HOMO level in eV: -11.127
Total charge: +1
2S+1: 1
Energy relative to the best compared isomer or geometry (same formula, charge and spin) in kcal per mole: 316.8

Structure (XYZ):
```
49
Properties=species:S:1:pos:R:3:forces:R:3:mulliken_charge:R:1
C -7.997051 -0.994157 -0.972987 0.53 -4.25 -13.84 -1.273
H -8.975746 -1.076464 -1.136889 -4.01 -0.75 -0.50 0.406
H -7.467667 -1.903167 -1.163094 -0.15 -1.48 -0.27 0.401
H -7.625402 -0.432439 -1.917813 -0.43 -0.20 1.45 0.300
C -7.629389 -0.527042 0.121886 1.58 9.24 15.85 -0.312
C -6.219127 -0.333377 0.431510 2.75 2.76 -0.79 0.701
C -5.506272 -1.408615 1.099330 5.88 9.90 -5.70 -1.210
C -4.061273 -1.185746 0.870711 -0.12 -4.71 4.30 -0.575
C -3.435998 -0.061250 0.399808 4.61 -5.56 3.73 0.875
C -4.073400 0.908453 -0.073332 -9.07 6.40 -2.97 -0.079
C -5.549571 1.063187 -0.097813 2.21 -7.46 2.02 -1.125
H -6.157812 1.772885 -0.652092 0.32 -0.05 0.30 0.334
H -3.590751 1.643991 -0.565033 1.60 2.61 -1.11 0.581
N -1.947814 0.015933 0.630385 -5.02 -0.97 -1.44 -0.086
C -1.132371 0.850457 0.077074 3.31 -7.03 5.30 0.720
O -1.437805 1.907008 -0.214317 -0.59 8.36 -3.68 -0.549
C 0.420150 0.424274 0.525803 -1.93 3.90 -2.38 -0.782
N 1.031226 1.690283 -0.039544 1.39 3.57 2.20 -0.172
H 1.730959 2.365246 0.498108 -2.23 -2.35 0.25 0.471
C 1.892614 1.489847 -1.191763 -2.06 -3.65 -2.70 -2.071
C 3.038929 0.576833 -1.003286 1.65 6.79 4.22 0.810
C 2.985924 -0.675339 -1.038739 1.03 -7.45 -3.20 -0.475
C 4.167996 -1.444703 -0.734268 -0.24 -3.02 2.54 -0.894
C 5.173029 -0.956748 0.079476 2.17 0.56 -4.16 0.685
C 5.223062 0.556165 -0.044119 13.09 -9.46 7.93 1.322
C 4.234738 1.176460 -0.219922 -11.92 -4.53 -7.74 -1.637
H 4.153588 2.030544 -0.015212 -1.00 12.70 2.85 0.975
O 6.340082 0.999719 0.836896 -2.53 -8.55 -4.07 -0.283
C 6.343590 2.180318 1.241955 9.77 5.76 -5.41 -0.880
H 7.420043 2.297689 1.694039 -2.36 0.55 -0.14 0.222
H 6.425855 2.914270 0.156661 -0.14 -0.98 2.74 0.231
H 5.600570 2.545109 1.673714 -6.51 3.01 4.63 0.434
O 6.349255 -1.632401 0.362985 -2.08 -0.50 0.64 -0.380
C 6.419889 -3.175252 0.031616 6.32 7.57 -1.05 -1.055
H 7.362732 -3.415959 0.485451 0.13 -0.38 0.15 0.237
H 6.496282 -3.027655 -0.987210 0.16 -0.89 -2.31 0.505
H 5.665002 -3.621660 0.344036 -6.69 -4.10 2.90 0.429
H 4.168320 -2.587955 -0.769017 -0.48 1.76 -0.50 0.189
H 2.283874 -1.179692 -1.741028 -0.05 0.20 1.03 0.382
H 1.184082 1.072015 -1.957751 0.92 0.35 0.15 0.366
H 2.341597 2.319406 -1.558528 0.40 3.39 -0.89 0.774
H 0.053457 2.399386 -0.174129 1.91 -1.93 -0.45 0.473
H 0.471417 0.469570 1.575532 0.07 -0.43 1.18 0.391
H 0.660534 -0.479530 0.021414 0.87 -0.46 -0.17 0.418
H -1.692829 -0.840720 0.960005 1.56 -2.62 0.91 0.174
H -3.316599 -2.081389 1.417165 -2.08 2.61 -1.76 -0.009
H -5.836156 -2.262577 1.365850 -2.61 -5.66 2.00 0.594
H -7.912233 -1.101302 1.133058 -0.62 1.04 -2.21 0.234
H -8.073537 0.736112 0.233421 0.70 -3.61 0.17 0.212
```
Forces are in eV/Å.